# 1
C4H9NO2 in the gas phase, computed with ωB97M-V/def2-TZVPD.

The geometry in XYZ format:
```
16
Properties=species:S:1:pos:R:3
N -0.84 -0.58 0.30
H 1.93 1.22 1.30
H 0.88 -1.03 1.56
C 0.58 -0.45 0.69
H 1.33 2.86 -0.29
H -0.62 -0.58 -1.79
H -0.63 -2.20 -1.07
O -1.55 -1.37 1.30
C 1.22 0.91 0.54
O 1.54 -0.26 -0.34
C -1.06 -1.19 -1.00
H -0.27 2.41 0.33
H -1.30 -2.29 1.10
H -2.14 -1.26 -1.21
C 0.61 2.04 -0.20
H 0.32 1.76 -1.22
```

As for the multiplicity: 1. The SMILES is C[C@@H]1O[C@@H]1N(C)O. The charge is 0. The value obtained for the HOMO energy is -9.03 eV. The calculation puts the calculated total energy at -9875.7805 eV. For the gap between HOMO and LUMO, the calculation gives 10.0 eV.

=====

# 2
A molecular structure, C8H20Cl2O8V, computed with ωB97M-V/def2-TZVPD.

The geometry in XYZ format:
```
39
Properties=species:S:1:pos:R:3
C 1.61 1.32 -1.92
H 0.71 -0.47 -4.02
H 1.82 2.25 0.33
H -2.19 0.45 3.19
H -1.77 -4.02 2.05
O -1.30 0.90 0.67
O 2.58 2.12 -1.58
C -2.33 2.14 -1.49
H -1.16 1.92 3.28
Cl -1.49 -1.46 -1.62
H -0.38 -3.92 0.93
O 0.86 0.77 -1.15
H -2.89 2.75 -2.19
O -1.13 -2.11 1.58
H -2.76 1.92 3.99
C 2.76 2.43 -0.19
H 2.81 -2.14 1.20
C 0.44 0.56 -3.81
H -1.81 -1.88 2.23
Cl 1.43 -0.01 2.30
H -1.26 2.35 -1.58
H 1.44 -2.89 -1.20
H 3.59 1.83 0.17
H 3.07 3.47 -0.13
C -2.16 1.74 0.82
H 3.30 -3.44 0.10
H -2.46 1.07 -1.64
O 1.57 -2.29 -0.45
H -0.44 0.68 -3.19
H 1.87 -3.61 1.10
O -2.72 2.08 1.95
C -2.18 1.54 3.15
C -0.85 -3.49 1.81
C 2.44 -2.89 0.50
O -2.70 2.45 -0.14
H 0.18 1.09 -4.73
V 0.08 -0.80 0.23
H -0.18 -3.64 2.66
O 1.58 1.22 -3.23
```

Its expectation value of S² is 3.754. As for the multiplicity: 4. The charge is 0. The value obtained for the HOMO energy (alpha / beta) is -7.56 / -8.93 eV. The calculation puts the calculated total energy at -75735.8075 eV. For the gap between HOMO and LUMO (alpha / beta), the calculation gives 8.0 / 9.3 eV.

=====

# 3
C6H4ClF2NO2 in the gas phase, computed with ωB97M-V/def2-TZVPD.

The geometry in XYZ format:
```
16
Properties=species:S:1:pos:R:3
C 0.98 0.00 1.30
C -0.29 0.55 -0.77
F 1.46 3.63 0.76
C 0.55 1.82 -0.90
F 1.61 1.63 -1.69
H 0.02 -1.43 0.09
N -0.25 2.91 -1.63
C 0.24 -0.39 0.22
H -1.29 0.76 -0.28
O -1.29 3.27 -1.08
C 1.47 1.42 1.48
H -0.55 0.24 -1.80
C 1.11 2.37 0.62
H 1.07 -0.55 2.23
O 0.08 3.01 -2.80
Cl 2.28 1.75 2.89
```

As for the multiplicity: 1. The SMILES is O=[N+]([O-])[C@]1(F)CC=CC(Cl)=C1F. The charge is 0. The value obtained for the HOMO energy is -9.27 eV. The calculation puts the calculated total energy at -29824.2921 eV. For the gap between HOMO and LUMO, the calculation gives 8.8 eV.

=====

# 4
C21H24Cl2N2O in the gas phase, computed with ωB97M-V/def2-TZVPD.

The geometry in XYZ format:
```
50
Properties=species:S:1:pos:R:3
O 1.54 -0.92 -1.33
C -0.56 -1.14 -2.44
Cl -4.57 -4.90 0.01
C 0.37 -0.62 -1.33
H 0.11 -3.74 2.70
H -1.47 1.72 -0.11
H 1.35 5.74 -1.19
H -0.08 0.85 1.57
C -2.94 -1.95 -2.12
C -3.86 -2.82 -1.55
H 2.21 1.19 -0.39
C 0.76 4.85 -0.95
C 1.63 3.60 -0.87
C -3.43 -3.82 -0.70
C 2.17 -3.21 2.46
H -4.91 -2.72 -1.77
H -0.11 -3.20 -0.78
C 0.34 -1.80 1.84
H 3.29 -0.32 1.14
C 0.13 4.94 0.45
H -0.01 4.72 -1.71
C 0.61 0.45 0.82
H 2.64 3.85 -0.49
H -1.03 -0.33 -2.99
C 2.58 -1.05 1.50
N 0.90 2.74 0.05
C 3.05 -2.24 2.03
H 1.35 3.78 1.84
H 4.12 -2.41 2.09
C -1.53 0.67 -0.38
N -0.20 0.10 -0.35
C -2.07 -3.96 -0.43
H -3.29 -1.17 -2.78
H -0.32 3.19 1.70
H 2.28 1.74 1.31
H 1.74 3.10 -1.84
C 1.61 1.55 0.45
H 2.54 -4.14 2.87
C 0.81 -2.99 2.37
C 0.51 3.62 1.14
C 1.22 -0.82 1.40
H -1.97 0.59 -1.37
H -0.96 5.04 0.38
Cl -1.52 -5.21 0.62
H 0.08 -1.69 -3.13
C -1.16 -3.09 -1.00
H -2.19 0.15 0.33
H 0.50 5.79 1.01
H -0.73 -1.64 1.76
C -1.58 -2.08 -1.85
```

As for the multiplicity: 1. The SMILES is CN(C(=O)Cc1ccc(Cl)c(Cl)c1)[C@H](CN1CCCC1)c1ccccc1. The charge is 0. The value obtained for the HOMO energy is -8.70 eV. The calculation puts the calculated total energy at -52239.8184 eV. For the gap between HOMO and LUMO, the calculation gives 9.3 eV.

=====

For reference, energy relative to the best compared isomer or geometry (same formula, charge and spin) by record: 4.280; 0.087; 0.052; 0.036 eV.